Computed, not measured: one molecule with the formula C4H4O2, with wB97M-V/def2-TZVPD.

Each line ends with the Löwdin charge.
Geometry (Å):
O 2.51953 -1.12575 0.24797  0.17
C 1.37390 -1.02998 0.05441  -0.21
C 0.07303 -1.07652 -0.20138  -0.10
C -0.83900 0.12450 -0.26143  -0.17
C -0.15501 1.32640 0.33277  -0.23
O 1.04951 1.38702 0.42266  0.06
H -0.32490 -2.08298 -0.29605  0.11
H -1.78000 -0.04692 0.27678  0.11
H -1.13388 0.36816 -1.29608  0.12
H -0.78317 2.15605 0.72037  0.13

SMILES string = O=C=CCC=O
total energy = -8306.3174 eV
LUMO level = 0.81 eV
energy relative to the best compared isomer or geometry (same formula, charge and spin) = 73.31 kJ/mol
HOMO-LUMO gap = 9.656 eV
HOMO level = -0.325 hartree